Computed, not measured: the molecule C3HF4IO, with wB97M-V/def2-TZVPD.

Geometry as XYZ:
```
10
C3HF4IO wB97M-V/def2-TZVPD
O -1.326 1.614 1.336
C -0.835 1.140 0.365
C 0.363 0.194 0.397
F 0.684 -0.178 1.652
I 1.996 1.319 -0.474
C 0.134 -1.067 -0.448
F -0.169 -0.741 -1.708
F 1.199 -1.858 -0.481
F -0.887 -1.778 0.032
H -1.158 1.355 -0.669
```

Computed properties:
- E_HOMO (eV) = -10.55
- relative energy (zero: lowest compared OMol25 entry of this formula, charge and spin) (kJ/mol) = 0.0
- spin multiplicity = 1
- structure (SMILES) = O=C[C@](F)(I)C(F)(F)F
- orbital gap (Ha) = 0.361



Computed, not measured: a structure of composition C3HFO2Ru, with wB97M-V/def2-TZVPD.

Geometry as XYZ:
```
8
C3HFO2Ru wB97M-V/def2-TZVPD
H -1.491 -0.653 1.217
O 0.473 -1.087 0.274
O 0.330 0.950 -0.297
C -0.868 -0.836 0.227
C -0.956 0.483 -0.113
C 1.155 -0.044 -0.150
F -1.877 1.132 -0.739
Ru 3.234 0.055 -0.418
```

Computed properties:
- E_HOMO (spin up / spin down) (eV) = -27.43 / -27.58
- relative energy (zero: lowest compared OMol25 entry of this formula, charge and spin) (kJ/mol) = 189.3
- total charge = +3
- spin multiplicity = 6
- orbital gap (spin up / spin down) (Ha) = 0.415 / 0.311



Computed, not measured: a cluster of 2 separate species, C3HFO3 in total, with wB97M-V/def2-TZVPD.

Geometry as XYZ:
```
8
C3HFO3 wB97M-V/def2-TZVPD
O -0.158 -2.337 0.705
C 0.057 -1.423 0.032
C -0.050 -0.285 -0.572
F -0.417 -0.246 -1.838
H 0.649 0.496 -0.357
O -2.136 0.337 1.171
C -2.750 0.089 0.209
O -3.512 -0.156 -0.581
```

Computed properties:
- E_HOMO (eV) = -9.43
- relative energy (zero: lowest compared OMol25 entry of this formula, charge and spin) (kJ/mol) = 83.5
- spin multiplicity = 1
- structure (SMILES) = O=C=CF.O=C=O
- orbital gap (Ha) = 0.346



Computed, not measured: a structure of composition C3HLiO4Sr, with wB97M-V/def2-TZVPD.

Geometry as XYZ:
```
10
C3HLiO4Sr wB97M-V/def2-TZVPD
O 2.023 0.693 -0.109
C 1.706 -0.569 -0.397
O 0.393 -0.841 -0.112
O 2.562 -1.331 -0.018
Sr 0.633 2.493 0.161
C -0.456 0.178 0.015
C -1.784 -0.127 0.074
O -2.922 -0.204 0.059
Li -5.111 -0.697 -0.092
H 2.957 0.406 0.418
```

Computed properties:
- E_HOMO (spin up / spin down) (eV) = -21.87 / -22.70
- relative energy (zero: lowest compared OMol25 entry of this formula, charge and spin) (kJ/mol) = 106.5
- total charge = +3
- spin multiplicity = 2
- orbital gap (spin up / spin down) (Ha) = 0.351 / 0.302



Computed, not measured: a cluster of 2 separate species, C3HN2O2 in total, with wB97M-V/def2-TZVPD.

Geometry as XYZ:
```
8
C3HN2O2 wB97M-V/def2-TZVPD
C -2.334 0.033 0.054
C 1.482 -0.886 -0.121
C 1.353 0.616 0.017
N -3.329 -0.465 0.315
N 1.605 -2.028 -0.201
O 0.309 1.095 -0.456
O 2.302 1.157 0.586
H -1.388 0.477 -0.194
```

Computed properties:
- E_HOMO (eV) = -5.89
- relative energy (zero: lowest compared OMol25 entry of this formula, charge and spin) (kJ/mol) = 0.0
- total charge = -1
- spin multiplicity = 1
- orbital gap (Ha) = 0.373



Computed, not measured: the ion C3HN2O2 with charge -1, with wB97M-V/def2-TZVPD.

Geometry as XYZ:
```
8
C3HN2O2 wB97M-V/def2-TZVPD
H 1.970 -0.360 0.105
N 1.173 -1.006 -0.012
C 0.051 -0.426 -0.124
C -1.260 -1.037 -0.053
N -2.314 -1.483 0.093
C 0.081 1.103 -0.056
O -0.971 1.737 -0.043
O 1.270 1.471 0.090
```

Computed properties:
- E_HOMO (eV) = -4.81
- relative energy (zero: lowest compared OMol25 entry of this formula, charge and spin) (kJ/mol) = 44.8
- total charge = -1
- spin multiplicity = 1
- structure (SMILES) = [H]/N=C(/C#N)C(=O)[O-]
- orbital gap (Ha) = 0.326



Computed, not measured: the molecule C3HN3, with wB97M-V/def2-TZVPD.

Geometry as XYZ:
```
7
C3HN3 wB97M-V/def2-TZVPD
C 1.052 0.101 -0.011
C 0.115 1.069 -0.013
C -2.341 0.716 0.044
N 0.555 -1.137 -0.011
N -1.169 0.855 -0.027
N -0.326 -1.848 0.008
H 2.114 0.244 0.010
```

Computed properties:
- E_HOMO (spin up / spin down) (eV) = -8.81 / -8.82
- relative energy (zero: lowest compared OMol25 entry of this formula, charge and spin) (kJ/mol) = 319.3
- spin multiplicity = 1
- orbital gap (spin up / spin down) (Ha) = 0.288 / 0.288



Computed, not measured: a cluster of 2 separate species, C3HN3O in total, with wB97M-V/def2-TZVPD.

Geometry as XYZ:
```
8
C3HN3O wB97M-V/def2-TZVPD
N 0.990 2.743 -0.047
C 1.201 1.590 -0.025
C 1.181 0.229 -0.083
N 1.330 -0.937 0.084
O 1.480 -2.052 0.201
C -2.014 -0.486 -0.011
N -2.974 -1.012 0.269
H -1.195 -0.074 -0.388
```

Computed properties:
- E_HOMO (eV) = -11.18
- relative energy (zero: lowest compared OMol25 entry of this formula, charge and spin) (kJ/mol) = 281.4
- spin multiplicity = 1
- structure (SMILES) = N#CC#[N+][O-].C#N
- orbital gap (Ha) = 0.390



Computed, not measured: the molecule C3HN3O, with wB97M-V/def2-TZVPD.

Geometry as XYZ:
```
8
C3HN3O wB97M-V/def2-TZVPD
C -1.274 1.085 1.143
C 1.183 -0.320 -1.612
C 0.036 -0.680 0.424
N -1.751 2.121 1.114
N 1.897 -0.336 -2.511
N 0.348 -0.104 -0.644
O -0.809 -0.111 1.299
H 0.371 -1.655 0.788
```

Computed properties:
- E_HOMO (spin up / spin down) (eV) = -7.19 / -11.43
- relative energy (zero: lowest compared OMol25 entry of this formula, charge and spin) (kJ/mol) = 101.6
- spin multiplicity = 3
- orbital gap (spin up / spin down) (Ha) = 0.278 / 0.247



Computed, not measured: a cluster of 2 separate species, C3HN3O4 in total, with wB97M-V/def2-TZVPD.

Geometry as XYZ:
```
11
C3HN3O4 wB97M-V/def2-TZVPD
C -1.931 -2.082 -0.031
C 2.084 -0.308 0.086
C 3.464 -0.910 -0.030
N -2.500 -3.128 0.023
N -1.446 0.146 0.046
N -1.157 -1.093 0.126
O 3.928 -1.172 -1.158
O -2.593 0.812 -0.100
O 1.903 0.876 0.210
O 3.954 -1.008 1.103
H -0.640 0.766 0.350
```

Computed properties:
- E_HOMO (spin up / spin down) (eV) = -0.59 / 0.72
- relative energy (zero: lowest compared OMol25 entry of this formula, charge and spin) (kJ/mol) = 0.0
- total charge = -2
- spin multiplicity = 1
- orbital gap (spin up / spin down) (Ha) = 0.261 / 0.211



Computed, not measured: the molecule C3HNO2, with wB97M-V/def2-TZVPD.

Geometry as XYZ:
```
7
C3HNO2 wB97M-V/def2-TZVPD
N -0.679 1.307 2.096
C -0.585 0.574 1.208
C -0.402 -0.417 0.134
O -1.072 -1.412 0.049
C 0.675 -0.098 -0.903
O 0.773 1.004 -1.370
H 1.290 -0.960 -1.213
```

Computed properties:
- E_HOMO (eV) = -11.12
- relative energy (zero: lowest compared OMol25 entry of this formula, charge and spin) (kJ/mol) = 8.0
- spin multiplicity = 1
- structure (SMILES) = N#CC(=O)C=O
- orbital gap (Ha) = 0.348



Computed, not measured: a cluster of 2 separate species, C3HNO2S2 in total, with wB97M-V/def2-TZVPD.

Geometry as XYZ:
```
9
C3HNO2S2 wB97M-V/def2-TZVPD
C 1.401 -0.263 -0.030
C 1.390 0.429 -1.077
C -1.319 -0.311 0.178
N -1.731 0.794 0.160
O 0.765 -1.776 1.898
O -2.206 1.881 0.356
S 1.085 1.615 -2.083
S 1.861 -1.303 1.132
H -1.247 -1.067 -0.532
```

Computed properties:
- E_HOMO (spin up / spin down) (eV) = -9.17 / -9.15
- relative energy (zero: lowest compared OMol25 entry of this formula, charge and spin) (kJ/mol) = 543.9
- spin multiplicity = 1
- orbital gap (spin up / spin down) (Ha) = 0.242 / 0.239